1.
Below is a structure of composition C3H9N, with properties calculated with ωB97M-V/def2-TZVPD.

Last column: Mulliken charge in e.
Positions of all 13 atoms, in Å:
H -1.6407 -0.3718 -2.0784  0.22
C 1.1113 -1.0769 0.3361  -0.51
H -0.1098 -1.1307 0.1390  0.25
H -1.2538 1.3494 1.0728  0.34
N -0.7948 0.0075 -1.7638  -0.50
H 1.7756 -1.7800 0.8287  0.35
H 1.6672 -0.3067 -0.2343  0.27
H -0.5474 0.8085 -0.5880  0.25
C -0.2718 1.0320 0.5869  -0.77
H -0.1197 -0.5894 2.1848  0.41
C 0.0163 -0.3101 1.1137  0.06
H -0.1394 0.3828 -2.3831  0.28
H 0.3070 1.9855 0.7856  0.36

Cartesian forces, eV/Å:
H -1.6 -0.1 -1.3
C -1.0 4.7 3.5
H -0.4 -1.7 -1.7
H 0.9 -0.4 -0.7
N 0.9 -1.3 1.8
H -1.2 -1.1 -0.2
H -1.0 -1.0 -0.9
H 0.5 0.6 1.9
C -3.4 1.0 0.7
H -1.1 -0.7 -1.3
C 6.4 1.0 0.6
H 0.6 0.7 -2.1
H 0.5 -1.7 -0.4

Properties
Net charge = +1
Spin multiplicity = 2
LUMO level (spin up / spin down) = -6.4 / -6.6 eV
HOMO energy (spin up / spin down) = -15.01 / -14.69 eV

2.
Below is a structure of composition C26H52N7PSSiV, with properties calculated with ωB97M-V/def2-TZVPD.

Last column: Mulliken charge in e.
Positions of all 89 atoms, in Å:
H -1.5547 3.4405 -1.6049  0.41
H -1.7067 0.0739 3.3225  0.51
P -0.7393 -3.3286 0.4666  -0.37
V -0.3147 -0.1529 0.2636  0.49
C -0.2202 1.1669 4.4515  -1.14
H 4.5621 -4.7285 1.2626  0.44
H -2.1767 -5.9782 1.1087  -0.12
H 4.8772 0.3974 3.2866  0.29
H 4.4066 0.9013 4.9126  0.34
H -1.8348 -5.2367 5.3182  0.43
C 4.7498 1.2637 3.9404  -1.02
H 4.9968 3.6344 1.6115  0.35
H -2.5253 -5.7048 -3.4633  0.31
N -1.1225 -4.0183 -0.9895  0.34
H 1.4289 2.2806 5.2178  0.30
N -1.0169 -1.7672 0.4811  -0.19
C -0.4628 -5.1582 -1.6346  -0.48
C -3.3601 -4.8392 -1.6800  -0.58
C 1.8319 -3.2674 -0.2714  -0.03
Si 3.5444 2.4901 3.2063  0.12
C -2.7042 -5.9998 -2.4229  -0.89
C -2.1078 -5.8357 3.2629  -1.06
H 3.8238 -3.7051 -0.9322  0.40
C 1.3659 -3.6777 2.0730  0.83
H 2.8763 -5.1284 -0.5098  0.27
H 0.0488 3.5784 -2.3089  0.39
H -3.1966 -5.7510 3.2913  0.39
C -1.4860 -4.9388 4.3299  -0.65
H -2.5352 -3.0788 4.7969  0.55
H 4.3578 4.5296 4.3198  0.34
H -0.8600 -7.1384 -2.3436  0.42
H -0.1409 -4.8415 -2.6355  0.40
H 1.4021 -3.2822 -1.2709  0.59
H -0.7982 1.2300 5.3626  0.44
H -1.5612 -6.7922 -0.7737  0.18
H -3.4304 -3.5618 2.6346  0.44
C 3.1044 -4.0999 -0.2121  -0.96
H 1.5895 -2.6265 2.3064  -0.12
H -0.4031 -5.0958 4.3311  0.23
H -0.0267 2.8618 0.0565  0.17
H 2.0669 -2.2241 -0.0290  -0.43
H -3.3708 -6.8623 -2.4520  0.40
N 0.0059 0.4118 2.2298  0.12
H 3.3390 3.6586 1.0139  0.32
H 3.0047 -4.4319 3.2329  0.41
H 4.3137 2.1959 0.8435  0.33
H 4.0162 -3.0681 1.4399  0.18
C -2.3829 -3.2482 2.6669  -1.02
H 3.1264 3.7824 5.3257  0.35
N -1.6732 -0.1589 -1.5821  -0.21
H 0.4254 -5.4207 -1.0670  0.12
H -4.2778 -4.5257 -2.1824  0.39
C -2.1750 0.9297 -2.4500  -0.80
H 5.7322 1.7217 4.0834  0.35
H -2.4624 -0.6031 -1.1251  0.21
H -2.8510 -2.8492 -1.0098  0.38
H -2.3577 -2.2031 2.3753  0.39
N 0.8447 -3.7790 0.7004  0.73
C 4.0893 3.0324 1.5029  -0.98
H -2.2247 -3.2675 -2.6078  0.42
C 1.0450 1.7480 4.3541  0.07
H -0.5538 -5.8164 1.7764  0.38
H 0.8468 1.9341 -0.9026  0.25
C -1.0691 1.8493 -2.9465  -0.56
C 1.2553 0.9260 2.1526  0.69
C 3.6843 -4.0842 1.2004  -0.69
C -2.4065 -3.6540 -1.5952  -0.89
C -1.5887 -5.4695 1.8765  -0.27
C -1.3780 -6.3709 -1.7650  -0.55
H -0.9112 -2.8423 4.1806  0.12
N -0.1177 2.1989 -0.7082  -0.34
H -0.1962 1.2666 -3.2604  0.32
C 2.6271 -4.5189 2.2123  -0.98
C -0.7222 0.5236 3.3465  -0.53
H -1.8760 -6.8841 3.4511  0.48
N -1.6275 -4.0121 1.6724  0.71
C -0.6720 2.8696 -1.8965  -0.90
S 2.0380 0.4491 0.6522  -0.49
H -2.7466 0.5175 -3.2825  0.38
H -2.8709 1.5163 -1.8473  0.40
C 1.8237 1.6671 3.2022  0.20
H 2.6562 4.7102 3.8968  0.35
H 0.5990 -4.0154 2.7699  -0.86
H 2.3683 -5.5695 2.0496  0.32
H -3.6361 -5.1468 -0.6669  0.23
H -1.4203 2.3790 -3.8330  0.34
C -1.8119 -3.4510 4.0680  -0.58
C 3.3961 4.0100 4.2919  -1.11
H -1.2659 -0.9049 -2.1401  0.12

Cartesian forces, eV/Å:
H 0.0 0.0 0.1
H 0.0 0.0 0.0
P 0.1 0.0 0.1
V -0.8 0.1 -0.3
C 0.0 0.0 0.0
H 0.0 0.0 0.0
H 0.0 0.0 0.0
H 0.0 0.0 0.0
H 0.0 0.0 0.0
H 0.0 0.0 0.0
C 0.0 0.0 0.0
H 0.0 0.0 0.0
H 0.0 0.0 0.0
N 0.0 0.0 0.1
H 0.0 0.0 0.0
N 0.3 0.0 -0.1
C 0.0 0.0 0.0
C 0.0 0.0 0.0
C 0.0 -0.1 0.1
Si 0.0 0.0 0.0
C 0.0 0.0 0.0
C 0.0 0.0 0.0
H 0.0 0.0 0.0
C 0.0 -0.1 0.0
H 0.0 0.0 0.0
H 0.0 0.0 0.0
H 0.0 0.0 0.0
C 0.0 0.0 0.0
H 0.0 0.0 0.0
H 0.0 0.0 0.0
H 0.0 0.0 0.0
H 0.0 0.0 0.0
H -0.1 0.0 -0.1
H 0.0 0.0 0.0
H 0.0 0.0 0.0
H 0.0 0.0 0.0
C 0.0 0.0 0.0
H 0.0 0.0 0.0
H 0.0 0.0 0.0
H -0.1 0.0 0.0
H 0.0 0.0 0.0
H 0.0 0.0 0.0
N 0.1 0.5 -0.1
H 0.0 0.0 0.0
H 0.0 0.0 0.0
H 0.0 0.0 0.0
H 0.0 0.0 0.0
C 0.0 0.0 0.0
H 0.0 0.0 0.0
N 0.2 0.1 0.0
H 0.0 0.0 0.0
H 0.0 0.0 0.0
C 0.1 0.1 0.1
H 0.0 0.0 0.0
H 0.0 -0.1 0.0
H 0.0 0.0 0.0
H 0.0 0.1 0.0
N -0.1 0.1 0.0
C 0.0 0.1 0.0
H 0.0 0.0 0.0
C 0.0 0.0 0.0
H 0.0 0.0 0.0
H 0.0 0.1 0.0
C -0.1 0.0 0.0
C 0.1 -0.3 0.1
C 0.0 0.0 0.0
C 0.0 0.0 0.0
C 0.0 0.0 0.0
C 0.0 0.0 0.0
H 0.0 0.0 0.0
N 0.3 -0.3 0.4
H 0.0 0.0 0.0
C 0.0 0.0 0.0
C 0.1 0.1 0.0
H 0.0 0.0 0.0
N 0.1 0.0 0.0
C -0.1 -0.1 0.0
S 0.0 -0.1 0.0
H 0.0 -0.1 -0.1
H 0.0 0.0 0.0
C -0.1 0.0 0.1
H 0.0 0.0 0.0
H 0.1 0.0 -0.1
H 0.0 0.0 0.0
H 0.0 0.0 0.0
H 0.0 0.0 0.0
C 0.0 0.0 0.0
C 0.0 0.0 0.0
H 0.0 0.0 -0.1

Properties
Net charge = +1
Spin multiplicity = 3
LUMO level (spin up / spin down) = -2.6 / -2.3 eV
HOMO energy (spin up / spin down) = -10.49 / -10.64 eV

3.
Below is a structure of composition C2H2N2PS, with properties calculated with ωB97M-V/def2-TZVPD.

Last column: Mulliken charge in e.
Positions of all 8 atoms, in Å:
N -0.3315 -1.0048 -1.2103  -0.59
C -0.3716 0.2004 -0.7782  -0.25
S 1.3499 1.4944 0.1663  -0.57
N 0.4358 -0.9458 1.1144  -0.36
C 0.1505 0.5287 0.6616  0.04
H -0.5456 0.9209 1.4392  0.25
P 0.2014 -2.0677 0.0326  0.03
H -0.8888 0.8738 -1.4256  0.46

Cartesian forces, eV/Å:
N 0.2 -1.4 -1.0
C -1.1 -0.1 1.6
S 4.6 3.3 -1.4
N 0.7 0.6 1.1
C -4.7 -5.5 0.2
H 0.1 -0.3 -0.6
P -0.1 2.2 0.1
H 0.2 1.2 -0.1

Properties
Net charge = -1
Spin multiplicity = 1
LUMO level (spin up / spin down) = 3.9 / 3.9 eV
HOMO energy (spin up / spin down) = -2.93 / -2.93 eV

In the order shown, the computed energy above the lowest of the compared OMol25 structures with the same formula, charge and spin values come out to 5.518 0.606 1.915 eV.
In the order shown, the computed electronic energy values come out to -4732.99354 -91926.17609 -25210.15372 eV.